No. 1
Molecular formula: C15H74BNO33
Method: DFT, ωB97M-V/def2-TZVPD

```
124
Properties=species:S:1:pos:R:3:mulliken_charge:R:1
C 15.38 26.09 15.68 -1.966
C 14.82 26.44 16.99 0.934
C 15.26 27.93 17.59 -0.771
C 14.94 28.20 19.08 -1.713
N 15.65 29.43 19.56 2.218
C 15.47 29.64 20.96 -1.649
C 15.50 31.03 21.40 -0.615
C 15.10 31.73 20.06 -0.164
C 14.86 30.72 19.15 -1.767
C 17.17 29.73 19.28 -0.449
C 18.04 28.53 19.62 -0.064
C 19.50 28.89 20.19 -1.246
H 16.40 26.19 15.44 0.183
H 15.12 26.86 15.06 0.815
H 14.91 25.17 15.32 0.282
H 15.00 25.55 17.64 0.035
H 13.77 26.77 16.90 -0.221
H 14.73 28.55 16.93 -0.034
H 16.21 28.05 17.34 0.452
H 15.18 27.32 19.50 0.980
H 14.04 28.24 19.47 0.828
H 16.19 29.21 21.64 -0.354
H 14.61 29.40 21.16 1.608
H 16.52 31.39 21.52 0.304
H 14.78 31.14 22.14 0.409
H 15.88 32.30 19.74 0.365
H 14.31 32.63 19.97 0.132
H 15.07 31.07 18.29 0.700
H 13.89 30.37 19.25 0.568
H 17.57 30.70 19.70 0.388
H 17.45 30.11 18.24 0.354
H 18.23 28.09 18.69 0.184
H 17.58 27.86 20.40 0.031
H 20.06 27.97 20.28 0.033
H 19.35 29.18 21.27 0.597
H 20.04 29.69 19.66 0.152
O 18.97 24.91 10.67 -0.648
C 19.18 26.03 11.19 0.567
O 19.00 26.22 12.46 -0.367
B 18.66 27.68 12.64 0.952
O 18.62 28.18 11.18 -0.493
C 19.10 27.29 10.47 0.644
O 19.99 27.58 9.70 -0.595
O 19.77 28.26 13.46 -0.525
C 19.14 28.64 14.48 0.159
O 19.72 29.08 15.43 -0.647
C 17.77 28.58 14.40 0.900
O 17.48 27.83 13.41 -0.617
O 16.93 29.01 15.16 -0.463
O 20.86 27.35 22.89 -0.655
H 20.79 26.90 21.99 0.392
H 21.22 26.65 23.45 0.274
O 21.76 29.86 22.33 -0.660
H 21.84 29.89 21.35 0.304
H 21.54 29.01 22.77 0.387
O 11.40 26.79 18.74 -0.631
H 11.55 26.94 17.85 0.286
H 10.63 27.38 19.14 0.316
O 21.59 25.77 20.73 -0.718
H 22.49 25.30 20.57 0.278
H 20.94 25.62 19.95 0.450
O 19.51 26.01 16.12 -0.418
H 19.17 25.19 15.82 0.309
H 19.87 25.86 17.01 0.286
O 16.30 23.22 17.48 -0.640
H 16.80 22.45 17.63 0.272
H 16.60 23.88 17.96 0.403
O 19.81 25.24 18.93 -0.716
H 18.71 25.22 18.79 0.412
H 20.18 24.27 18.85 0.301
O 12.12 29.27 23.39 -0.792
H 12.94 29.62 23.82 0.525
H 12.15 28.44 22.86 0.370
O 16.63 33.86 17.68 -0.626
H 15.70 33.73 17.39 0.302
H 17.14 34.33 17.15 0.264
O 20.75 32.43 19.30 -0.546
H 21.60 32.78 19.23 0.237
H 20.82 32.24 20.20 0.263
O 13.98 30.46 24.73 -0.527
H 13.43 31.21 24.75 0.300
H 14.70 30.80 24.66 0.183
O 15.55 24.06 12.98 -0.570
H 14.75 24.61 12.62 0.301
H 15.14 23.30 13.33 0.268
O 16.27 31.75 24.43 -0.645
H 15.98 31.49 25.32 0.270
H 17.27 31.98 24.51 0.298
O 18.02 23.86 15.20 -0.703
H 17.35 23.79 15.93 0.378
H 17.76 23.79 14.28 0.237
O 17.15 24.68 19.58 -0.539
H 17.31 24.20 20.23 0.110
H 16.20 24.92 19.64 0.287
O 17.00 35.16 20.08 -0.614
H 17.89 34.91 20.12 0.288
H 16.84 34.92 19.14 0.357
O 12.33 26.93 21.62 -0.567
H 11.59 26.35 21.78 0.234
H 12.43 27.13 20.80 0.225
O 14.31 25.08 20.30 -0.667
H 13.66 24.70 19.70 0.256
H 14.07 25.69 21.02 0.259
O 12.64 30.60 16.73 -0.640
H 13.40 30.65 16.10 0.294
H 12.27 31.43 16.43 0.284
O 11.87 30.12 20.96 -0.577
H 12.11 29.81 21.76 0.247
H 11.60 31.11 21.09 0.317
O 15.02 30.96 14.99 -0.714
H 15.41 30.05 15.06 0.450
H 15.68 31.60 15.00 0.262
O 15.52 26.92 22.64 -0.432
H 15.28 26.76 23.50 0.236
H 16.49 26.92 22.93 0.225
O 11.18 28.00 16.13 -0.702
H 11.68 28.93 16.29 0.404
H 11.30 27.58 15.31 0.269
O 19.09 32.05 17.06 -0.626
H 19.66 31.90 17.92 0.324
H 19.33 31.22 16.59 0.339
O 13.04 34.97 21.16 -0.498
H 13.89 34.80 21.31 0.254
H 12.93 35.64 21.63 0.228
```

As for the total charge: 0. The calculation puts the LUMO energy at -0.692 eV. For the max |F|, the calculation gives 15.62 eV Å⁻¹. For the total energy, the calculation gives -86481.99814 eV. The calculation puts the HOMO-LUMO gap at 7.699 eV.



No. 2
Molecular formula: C15H7MnN3O9
Method: DFT, ωB97M-V/def2-TZVPD

```
35
Properties=species:S:1:pos:R:3:mulliken_charge:R:1
Mn -0.18 0.24 -0.69 0.570
O 4.68 -1.59 2.39 -0.549
C 3.44 -1.23 1.92 1.279
C 2.93 0.05 2.14 -0.700
C 1.68 0.32 1.62 0.098
N 0.99 -0.62 0.99 0.148
C 1.51 -1.79 0.68 0.453
C 2.75 -2.17 1.15 -0.784
C 0.71 -2.53 -0.39 0.267
O 0.90 -3.74 -0.52 -0.757
O -0.11 -1.78 -1.02 -0.623
C 1.07 1.72 1.51 0.333
O 1.45 2.57 2.31 -0.757
O 0.22 1.83 0.56 -0.565
H 5.07 -0.82 2.82 0.286
H 3.49 0.82 2.64 0.388
H 3.18 -3.12 0.89 0.528
O 2.54 1.30 -3.38 -0.686
C 1.54 1.07 -2.73 0.672
O 1.55 0.48 -1.56 -0.451
C 0.12 1.49 -3.25 0.580
O 0.03 2.06 -4.32 -0.700
O -0.85 1.16 -2.47 -0.774
N -6.93 -0.21 2.39 -0.721
C -5.87 -0.15 1.90 0.229
C -4.61 -0.08 1.31 0.573
C -4.18 1.06 0.55 -0.895
C -2.93 1.09 0.01 -0.232
N -2.03 0.07 0.15 0.414
C -2.43 -1.03 0.85 -0.117
C -3.65 -1.15 1.43 -0.923
H -4.84 1.90 0.40 0.375
H -2.59 1.94 -0.57 0.342
H -1.71 -1.84 0.93 0.301
H -3.90 -2.05 1.97 0.397
```

As for the total charge: -2. The calculation puts the LUMO energy (spin up / spin down) at 4.136 / 4.136 eV. For the max |F|, the calculation gives 1.26 eV Å⁻¹. For the total energy, the calculation gives -69892.15108 eV. As for the multiplicity: 6. The calculation puts the HOMO-LUMO gap (spin up / spin down) at 4.496 / 7.738 eV.



No. 3
Molecular formula: C15H7N3O9PdS2
Method: DFT, ωB97M-V/def2-TZVPD

```
37
Properties=species:S:1:pos:R:3:mulliken_charge:R:1
Pd 1.34 -0.07 0.71 0.389
N -2.95 0.95 -0.26 -0.086
C -2.53 2.27 -0.35 0.568
C -3.20 3.48 -0.18 -1.059
C -2.45 4.63 -0.35 -0.319
C -1.08 4.57 -0.68 -0.658
C -0.43 3.37 -0.85 -0.642
C -1.18 2.20 -0.70 0.886
N -0.77 0.88 -0.80 -0.499
C -1.83 0.18 -0.51 0.479
C -1.86 -1.28 -0.42 -0.402
C -2.94 -2.09 -0.27 -0.229
S -2.41 -3.71 -0.08 -0.217
C -0.78 -3.18 -0.23 -0.052
N -0.64 -1.91 -0.42 -0.088
H -3.77 0.62 0.21 0.244
H -4.24 3.52 0.10 0.355
H -2.92 5.59 -0.21 0.352
H -0.52 5.49 -0.77 0.347
H 0.63 3.30 -1.04 0.378
H -3.98 -1.83 -0.25 0.390
H 0.05 -3.87 -0.13 0.338
O 4.50 -5.10 -1.23 -0.687
C 3.87 -4.13 -0.86 0.463
C 2.87 -4.09 0.27 0.005
O 2.47 -5.05 0.92 -0.759
C 2.47 -2.69 0.41 1.077
C 3.01 -1.93 -0.67 1.033
O 2.72 -0.70 -0.85 -0.858
C 3.87 -2.77 -1.51 -0.012
O 4.46 -2.46 -2.53 -0.717
O 1.68 -2.20 1.27 -0.856
O 1.24 2.50 3.67 -0.685
S 1.31 1.66 2.50 1.309
O 0.08 0.77 2.34 -0.620
O 1.44 2.39 1.21 -0.561
O 2.46 0.68 2.53 -0.608
```

As for the total charge: -2. The calculation puts the LUMO energy (spin up / spin down) at 3.769 / 3.767 eV. For the max |F|, the calculation gives 0.66 eV Å⁻¹. For the total energy, the calculation gives -63717.69454 eV. As for the multiplicity: 3. The calculation puts the HOMO-LUMO gap (spin up / spin down) at 5.155 / 5.084 eV.



No. 4
Molecular formula: C15H8BCl6F3NO
Method: DFT, ωB97M-V/def2-TZVPD

```
35
Properties=species:S:1:pos:R:3:mulliken_charge:R:1
Cl 0.27 1.89 3.65 -0.069
C 1.50 5.28 5.29 -0.058
Cl 2.07 5.76 3.76 -0.198
C 0.07 5.53 5.57 0.314
O -0.76 5.71 4.66 -0.793
C -0.30 5.38 6.98 0.133
Cl -1.83 5.96 7.43 -0.218
C 0.57 4.78 7.89 0.254
Cl 0.18 4.75 9.57 -0.217
C 1.80 4.22 7.45 -0.048
Cl 2.84 3.44 8.56 -0.248
C 2.21 4.41 6.11 0.255
Cl 3.52 3.47 5.49 -0.166
C 0.50 -2.34 2.87 -0.936
N 0.11 -1.02 2.47 0.336
C 0.95 -0.03 2.22 -0.513
B 2.58 -0.21 2.10 0.517
F 3.07 1.01 1.62 -0.377
F 3.01 -0.53 3.40 -0.367
F 2.73 -1.27 1.18 -0.381
C 0.12 1.21 2.04 0.616
C -1.28 0.69 1.87 0.151
C -1.23 -0.65 2.24 0.736
C -2.38 -1.38 2.49 -0.885
C -3.61 -0.74 2.29 -0.673
C -3.67 0.58 1.83 -0.406
C -2.50 1.33 1.63 -0.666
H -0.41 -2.89 3.08 0.348
H 1.05 -2.81 2.06 0.313
H 1.16 -2.30 3.74 0.294
H 0.41 1.92 1.26 0.537
H -2.27 -2.39 2.89 0.254
H -4.53 -1.30 2.47 0.364
H -4.64 1.05 1.66 0.367
H -2.53 2.39 1.34 0.428
```

As for the total charge: -1. The calculation puts the LUMO energy at 1.285 eV. For the max |F|, the calculation gives 1.75 eV Å⁻¹. For the total energy, the calculation gives -103192.01037 eV. The calculation puts the HOMO-LUMO gap at 4.915 eV.



No. 5
Molecular formula: C15H8BClF4IN3OPt
Method: DFT, ωB97M-V/def2-TZVPD

```
35
Properties=species:S:1:pos:R:3:mulliken_charge:R:1
Pt -0.07 0.00 -0.14 1.261
Cl -5.17 -1.93 3.96 -0.251
C -3.81 -1.91 2.87 0.339
C -3.13 -3.06 2.60 -0.373
C -2.02 -3.07 1.74 -0.360
I -1.00 -4.84 1.36 0.104
C -1.58 -1.92 1.14 0.986
O -0.55 -1.83 0.31 -0.803
C -2.29 -0.73 1.42 -0.026
N -1.83 0.41 0.79 -0.593
C -2.38 1.57 1.04 0.132
C -3.48 1.69 1.92 -0.874
C -3.98 0.57 2.52 -0.599
C -3.39 -0.69 2.28 0.319
H -3.45 -3.98 3.07 0.402
H -1.98 2.43 0.53 0.366
H -3.90 2.67 2.10 0.409
H -4.84 0.64 3.18 0.427
F 2.26 1.86 2.82 -0.430
B 1.88 0.51 3.09 0.311
F 1.24 0.00 1.84 -0.429
F 2.97 -0.28 3.35 -0.307
F 0.90 0.47 4.08 -0.371
N 0.92 7.13 -1.71 -0.411
C 0.84 6.01 -1.49 -0.175
C 0.72 4.59 -1.21 0.739
C 1.16 4.07 -0.01 -0.576
C 1.02 2.72 0.23 -0.300
N 0.45 1.90 -0.67 -0.335
C 0.05 2.41 -1.85 -0.230
C 0.17 3.74 -2.16 -0.547
H 1.61 4.70 0.75 0.536
H 1.36 2.27 1.16 0.743
H -0.37 1.70 -2.56 0.423
H -0.18 4.11 -3.12 0.494
```

As for the total charge: 0. The calculation puts the LUMO energy at -2.017 eV. For the max |F|, the calculation gives 0.97 eV Å⁻¹. For the total energy, the calculation gives -57623.61068 eV. The calculation puts the HOMO-LUMO gap at 6.456 eV.